Arrangement A

DFT (ωB97M-V/def2-TZVPD) results for C4H5NO3 in the gas phase.

SMILES: O=CO[C@H]1CC=NO1
LUMO energy, eV: 0.8
Net charge: 0
Highest occupied orbital energy, eV: -9.48
HOMO-LUMO gap, eV: 10.3

Last column: Mulliken charge in e.
Atoms and positions in Å:
1 O -2.746 -0.002 -0.590  -0.515
2 C -2.151 -0.090 0.548  0.276
3 O -0.813 0.240 0.706  -0.291
4 C 0.078 0.337 -0.369  0.185
5 C 1.302 1.281 -0.209  -0.425
6 C 2.146 0.174 0.247  -0.424
7 N 1.818 -1.147 0.153  -0.362
8 O 0.606 -1.008 -0.472  -0.209
9 H -2.917 -0.300 1.516  0.293
10 H -0.737 0.372 -1.301  0.356
11 H 1.857 1.731 -1.130  0.264
12 H 1.505 1.928 0.593  0.267
13 H 2.939 0.251 0.796  0.584

Arrangement B

DFT (ωB97M-V/def2-TZVPD) results for C4H5NO3 in the gas phase.

SMILES: N#CC(=O)[C@@H](O)CO
LUMO energy, eV: -1.1
Net charge: 0
Highest occupied orbital energy, eV: -10.99
HOMO-LUMO gap, eV: 9.9

Last column: Mulliken charge in e.
Atoms and positions in Å:
1 N 0.129 -1.932 -2.800  -0.408
2 C 0.298 -0.909 -1.995  0.241
3 C 0.162 0.559 -1.309  0.410
4 O -0.505 1.410 -2.083  -0.498
5 C 0.452 0.689 0.191  0.104
6 O 0.561 2.096 0.574  -0.486
7 C -0.403 -0.280 1.099  -0.543
8 O -0.171 -1.674 0.961  -0.570
9 H 1.629 0.289 0.009  0.296
10 H -0.556 2.259 0.583  0.407
11 H -0.108 -0.070 2.102  0.359
12 H -1.351 -0.065 0.844  0.334
13 H -0.137 -2.372 1.823  0.354

Arrangement C

DFT (ωB97M-V/def2-TZVPD) results for C4H5NO3 in the gas phase.

SMILES: O=C1COCC=NO1
LUMO energy, eV: -0.4
Net charge: 0
Highest occupied orbital energy, eV: -9.94
HOMO-LUMO gap, eV: 9.5

Last column: Mulliken charge in e.
Atoms and positions in Å:
1 O -2.851 0.433 0.026  -0.616
2 C -1.582 0.501 -0.053  0.687
3 C -0.970 -0.881 -0.182  -0.396
4 O 0.376 -0.873 -0.748  -0.399
5 C 1.187 -0.393 0.348  -0.425
6 C 1.403 1.062 0.077  0.081
7 N 0.445 1.859 -0.454  -0.320
8 O -0.877 1.518 -0.081  -0.154
9 H -1.063 -1.351 0.754  0.375
10 H -1.299 -1.354 -1.103  0.272
11 H 1.999 -1.073 0.241  0.349
12 H 0.742 -0.864 1.426  0.254
13 H 2.491 1.415 -0.251  0.293

Arrangement D

DFT (ωB97M-V/def2-TZVPD) results for C4H5NO3 in the gas phase.

SMILES: O=C[C@@H]1N[C@H]1C(=O)O
LUMO energy, eV: -0.8
Net charge: 0
Highest occupied orbital energy, eV: -10.64
HOMO-LUMO gap, eV: 9.8

Last column: Mulliken charge in e.
Atoms and positions in Å:
1 O 1.997 -1.401 1.096  -0.510
2 C 1.981 -1.072 -0.216  -0.156
3 C 0.903 -0.079 -0.733  0.200
4 N 0.786 0.940 0.345  -0.664
5 C -0.225 -0.190 0.155  0.130
6 C -1.523 0.359 -0.123  0.213
7 O -2.584 -0.205 0.289  -0.561
8 O -1.478 1.490 -0.845  -0.466
9 H 2.527 -1.734 -0.933  0.330
10 H 1.036 0.221 -1.774  0.377
11 H 1.556 0.785 1.047  0.295
12 H -0.199 -0.946 0.969  0.398
13 H -0.722 1.916 -0.541  0.414

The structure with the least stability is arrangement B.

Arrangement A

DFT (ωB97M-V/def2-TZVPD) results for 6 unconnected molecules or ions with the total composition H12O6.

SMILES: O.O.O.O.O.O
LUMO energy, eV: 0.4
Net charge: 0
Highest occupied orbital energy, eV: -11.01
HOMO-LUMO gap, eV: 11.4

Last column: Mulliken charge in e.
Atoms and positions in Å:
1 O 0.819 1.901 0.427  -0.740
2 H 1.653 1.330 0.366  0.400
3 H 0.991 2.778 0.834  0.293
4 O -1.023 -0.245 1.782  -0.823
5 H -0.235 0.384 1.599  0.369
6 H -1.633 -0.080 1.026  0.462
7 O 0.260 -1.875 -0.025  -0.759
8 H -0.376 -1.457 0.670  0.380
9 H -0.228 -2.728 0.014  0.329
10 O -0.408 0.388 -1.675  -0.699
11 H 0.033 0.895 -1.015  0.384
12 H -0.097 -0.596 -1.583  0.399
13 O 2.704 -0.403 0.079  -0.741
14 H 1.857 -1.037 -0.140  0.404
15 H 3.402 -0.323 -0.727  0.341
16 O -2.633 0.043 -0.227  -0.744
17 H -1.798 0.331 -0.887  0.439
18 H -3.284 0.693 -0.516  0.307

Arrangement B

DFT (ωB97M-V/def2-TZVPD) results for 6 unconnected molecules or ions with the total composition H12O6.

SMILES: O.O.O.O.O.O
LUMO energy, eV: -0.2
Net charge: 0
Highest occupied orbital energy, eV: -10.64
HOMO-LUMO gap, eV: 10.4

Last column: Mulliken charge in e.
Atoms and positions in Å:
1 O -1.286 2.381 -2.082  -0.595
2 H -1.275 2.474 -2.988  0.278
3 H -1.259 3.349 -2.032  0.303
4 O -0.178 -2.874 2.586  -0.620
5 H -0.970 -3.468 2.780  0.332
6 H -0.717 -2.417 1.841  0.302
7 O 1.273 2.755 0.448  -0.537
8 H 0.804 1.996 0.365  0.356
9 H 1.926 2.508 0.005  0.235
10 O -1.081 -2.153 0.136  -0.785
11 H -0.684 -2.428 -0.770  0.340
12 H -2.158 -1.965 -0.166  0.375
13 O -0.173 0.596 -0.101  -0.586
14 H -0.486 -0.205 0.172  0.324
15 H -0.508 0.820 -0.883  0.273
16 O 2.420 -0.855 0.227  -0.635
17 H 1.797 -0.444 -0.353  0.325
18 H 2.552 -0.072 0.815  0.316

The structure with the least stability is arrangement B.

Arrangement A

DFT (ωB97M-V/def2-TZVPD) results for a molecular structure, H12O6.

LUMO energy, eV: -0.8
Net charge: 0
Highest occupied orbital energy, eV: -8.99
HOMO-LUMO gap, eV: 8.2

Last column: Mulliken charge in e.
Atoms and positions in Å:
1 O -0.331 1.645 1.066  -0.521
2 H -1.253 1.755 1.297  0.159
3 H 0.126 2.314 1.576  0.355
4 O -1.002 0.373 -0.170  -0.823
5 H -0.364 -0.340 -0.173  0.472
6 H -0.694 0.968 0.513  0.759
7 O 0.684 -2.668 -0.505  -0.774
8 H 0.816 -1.740 -0.313  0.224
9 H 1.568 -3.021 -0.603  0.239
10 O 1.199 -0.858 0.342  -0.700
11 H 1.578 -1.232 1.138  0.243
12 H 1.339 0.085 0.430  0.251
13 O 1.264 -0.115 -1.768  -0.625
14 H 1.406 -0.460 -0.887  0.546
15 H 1.702 0.736 -1.767  0.276
16 O -2.959 0.746 -0.309  -0.787
17 H -3.014 1.402 0.386  0.147
18 H -2.065 0.410 -0.252  0.558

Arrangement B

DFT (ωB97M-V/def2-TZVPD) results for 6 unconnected molecules or ions with the total composition H12O6.

SMILES: O.O.O.O.O.O
LUMO energy, eV: 0.1
Net charge: 0
Highest occupied orbital energy, eV: -11.31
HOMO-LUMO gap, eV: 11.4

Last column: Mulliken charge in e.
Atoms and positions in Å:
1 O -0.635 -0.951 0.398  -0.638
2 H -0.519 -0.480 -0.427  0.328
3 H -0.166 -0.423 1.044  0.305
4 O 4.400 -1.446 3.112  -0.630
5 H 5.316 -1.171 3.146  0.318
6 H 3.916 -0.645 2.910  0.310
7 O 1.032 0.959 3.899  -0.624
8 H 0.774 1.772 3.464  0.318
9 H 0.811 1.099 4.820  0.312
10 O -4.794 -0.647 -0.457  -0.646
11 H -4.006 -0.770 0.072  0.329
12 H -5.083 -1.535 -0.667  0.316
13 O -0.371 2.078 -2.217  -0.613
14 H -0.384 2.668 -2.971  0.309
15 H 0.225 2.496 -1.595  0.310
16 O 0.128 -1.250 -4.822  -0.636
17 H -0.560 -1.219 -5.487  0.318
18 H -0.086 -0.534 -4.223  0.315

The structure with the least stability is arrangement A.

Arrangement A

DFT (ωB97M-V/def2-TZVPD) results for 6 unconnected molecules or ions with the total composition H12O6.

SMILES: O.O.O.O.O.O
LUMO energy, eV: 0.0
Net charge: 0
Highest occupied orbital energy, eV: -10.55
HOMO-LUMO gap, eV: 10.6

Last column: Mulliken charge in e.
Atoms and positions in Å:
1 O 1.781 -0.631 2.419  -0.660
2 H 0.928 -0.572 2.863  0.346
3 H 2.172 0.226 2.535  0.292
4 O -2.366 0.894 0.879  -0.616
5 H -1.934 1.655 0.513  0.305
6 H -1.724 0.162 0.782  0.357
7 O 1.800 1.808 0.001  -0.571
8 H 2.003 0.923 0.232  0.303
9 H 2.270 2.310 0.579  0.268
10 O 0.408 -0.657 -1.942  -0.662
11 H 1.362 -0.591 -2.110  0.257
12 H 0.234 -1.133 -2.757  0.303
13 O -2.474 -0.263 -2.282  -0.644
14 H -2.946 -0.607 -1.512  0.341
15 H -1.572 -0.204 -1.926  0.334
16 O -0.348 -1.028 0.719  -0.653
17 H -0.010 -0.901 -0.136  0.290
18 H 0.421 -1.391 1.146  0.410

Arrangement B

DFT (ωB97M-V/def2-TZVPD) results for 6 unconnected molecules or ions with the total composition H12O6.

SMILES: O.O.O.O.O.O
LUMO energy, eV: 0.3
Net charge: 0
Highest occupied orbital energy, eV: -11.20
HOMO-LUMO gap, eV: 11.5

Last column: Mulliken charge in e.
Atoms and positions in Å:
1 O 1.850 -1.000 -1.227  -0.627
2 H 0.853 -0.924 -1.327  0.344
3 H 2.128 -0.876 -2.111  0.285
4 O 1.823 -1.708 2.866  -0.626
5 H 1.442 -1.605 2.008  0.296
6 H 2.405 -0.910 2.770  0.330
7 O -0.572 2.082 1.708  -0.638
8 H -0.216 2.927 2.014  0.288
9 H -0.874 2.320 0.797  0.366
10 O -1.378 -1.507 0.407  -0.682
11 H -1.187 -0.990 1.242  0.325
12 H -1.230 -2.368 0.780  0.316
13 O -0.671 2.313 -1.299  -0.675
14 H 0.260 2.709 -1.187  0.350
15 H -0.423 1.386 -1.606  0.377
16 O -1.257 -0.288 -2.074  -0.705
17 H -1.825 -0.916 -2.588  0.305
18 H -1.129 -0.644 -1.172  0.371

Arrangement C

DFT (ωB97M-V/def2-TZVPD) results for 6 unconnected molecules or ions with the total composition H12O6.

SMILES: O.O.O.O.O.O
LUMO energy, eV: -0.1
Net charge: 0
Highest occupied orbital energy, eV: -10.02
HOMO-LUMO gap, eV: 9.9

Last column: Mulliken charge in e.
Atoms and positions in Å:
1 O 0.550 20.567 30.407  -0.730
2 H 0.219 19.804 30.880  0.401
3 H 1.518 20.672 30.486  0.314
4 O -0.137 18.208 31.689  -0.717
5 H -1.047 18.221 31.980  0.303
6 H -0.270 17.711 30.860  0.352
7 O 2.555 17.784 32.403  -0.682
8 H 1.664 18.133 32.388  0.334
9 H 2.445 17.075 33.065  0.307
10 O -0.814 22.600 29.431  -0.614
11 H -0.411 21.929 29.991  0.365
12 H -1.693 22.287 29.538  0.286
13 O 3.163 19.624 30.528  -0.646
14 H 3.252 19.060 31.342  0.378
15 H 3.944 19.518 29.999  0.280
16 O -0.572 20.074 27.801  -0.624
17 H -0.208 19.391 27.299  0.284
18 H -0.114 20.102 28.652  0.409

Arrangement D

DFT (ωB97M-V/def2-TZVPD) results for a molecular structure, H12O6.

LUMO energy, eV: -0.8
Net charge: 0
Highest occupied orbital energy, eV: -9.03
HOMO-LUMO gap, eV: 8.2

Last column: Mulliken charge in e.
Atoms and positions in Å:
1 O 0.482 -1.560 1.249  -0.813
2 H -0.266 -2.144 1.122  0.214
3 H 0.349 -0.857 0.612  0.599
4 O -0.703 -1.425 -2.023  -0.666
5 H -0.836 -2.117 -1.375  0.353
6 H 0.248 -1.348 -2.101  0.378
7 O 0.944 1.196 -0.904  -0.441
8 H 1.880 1.349 -0.780  0.346
9 H 0.809 1.286 -1.847  0.366
10 O -1.837 0.621 0.776  -0.891
11 H -1.199 0.335 0.121  0.539
12 H -1.391 0.498 1.614  0.367
13 O -0.097 -0.094 -0.079  -0.983
14 H -0.383 -0.606 -0.835  0.281
15 H 0.599 0.468 -0.419  0.365
16 O 0.375 1.318 1.972  -0.601
17 H 1.150 1.132 1.442  0.228
18 H -0.125 1.948 1.453  0.360

The structure with the least stability is arrangement D.

Arrangement A

DFT (ωB97M-V/def2-TZVPD) results for 6 unconnected molecules or ions with the total composition H12O6.

SMILES: O.O.O.O.O.O
LUMO energy, eV: 0.2
Net charge: 0
Highest occupied orbital energy, eV: -11.14
HOMO-LUMO gap, eV: 11.3

Last column: Mulliken charge in e.
Atoms and positions in Å:
1 O 0.047 0.822 1.199  -0.638
2 H 0.862 0.994 0.715  0.311
3 H 0.001 1.538 1.842  0.316
4 O 2.707 1.823 -2.806  -0.637
5 H 2.133 1.147 -2.427  0.316
6 H 3.357 1.322 -3.311  0.320
7 O 0.647 -3.348 0.374  -0.653
8 H 0.056 -3.234 -0.379  0.326
9 H 0.313 -2.726 1.030  0.328
10 O -3.856 -0.702 1.377  -0.639
11 H -3.218 0.021 1.396  0.319
12 H -4.482 -0.482 2.076  0.321
13 O -1.817 2.730 0.301  -0.617
14 H -2.762 2.842 0.144  0.305
15 H -1.553 2.053 -0.332  0.321
16 O 2.526 -1.627 -0.793  -0.602
17 H 3.275 -1.675 -0.189  0.315
18 H 1.765 -1.499 -0.215  0.286

Arrangement B

DFT (ωB97M-V/def2-TZVPD) results for 6 unconnected molecules or ions with the total composition H12O6.

SMILES: O.O.O.O.O.O
LUMO energy, eV: 0.2
Net charge: 0
Highest occupied orbital energy, eV: -10.79
HOMO-LUMO gap, eV: 11.0

Last column: Mulliken charge in e.
Atoms and positions in Å:
1 O -0.177 0.581 0.395  -0.566
2 H 0.525 0.672 -0.276  0.313
3 H 0.292 0.561 1.238  0.268
4 O 1.003 0.166 -2.115  -0.649
5 H 0.636 -0.727 -2.172  0.327
6 H 0.955 0.522 -3.010  0.304
7 O -2.196 -1.045 -0.616  -0.625
8 H -1.647 -0.427 -0.085  0.364
9 H -1.951 -0.856 -1.527  0.271
10 O 1.325 -0.389 3.025  -0.665
11 H 0.871 0.366 3.418  0.320
12 H 1.430 -1.014 3.755  0.293
13 O -2.598 2.506 -1.880  -0.640
14 H -2.239 1.938 -1.184  0.329
15 H -3.550 2.355 -1.850  0.320
16 O 2.372 -2.118 0.892  -0.630
17 H 2.938 -1.526 0.386  0.313
18 H 2.010 -1.567 1.606  0.353

Arrangement C

DFT (ωB97M-V/def2-TZVPD) results for 6 unconnected molecules or ions with the total composition H12O6.

SMILES: O.O.O.O.O.O
LUMO energy, eV: 0.3
Net charge: 0
Highest occupied orbital energy, eV: -11.29
HOMO-LUMO gap, eV: 11.6

Last column: Mulliken charge in e.
Atoms and positions in Å:
1 O -2.073 2.640 -0.781  -0.648
2 H -1.155 2.899 -0.679  0.318
3 H -2.406 2.678 0.119  0.322
4 O -2.591 -0.259 -1.935  -0.647
5 H -2.063 0.503 -1.682  0.349
6 H -2.646 -0.567 -2.830  0.305
7 O -1.162 0.461 1.615  -0.567
8 H -0.618 0.482 0.812  0.274
9 H -0.743 -0.370 1.897  0.276
10 O 3.420 -1.702 -0.053  -0.642
11 H 3.398 -1.242 -0.907  0.314
12 H 2.588 -2.198 -0.147  0.328
13 O 1.907 1.296 2.088  -0.585
14 H 2.386 0.543 2.471  0.317
15 H 2.375 2.056 2.464  0.291
16 O 0.403 -2.449 -0.922  -0.626
17 H -0.055 -2.250 -0.101  0.306
18 H -0.346 -2.484 -1.533  0.314

The structure with the least stability is arrangement C.